[1]
The following is a DFT calculation (ωB97M-V with the def2-TZVPD basis set) of C14H15N5O2 in the gas phase at a distorted geometry.

LUMO, eV: 0.481
Energy above the lowest of the compared OMol25 structures with the same formula, charge and spin, kcal per mole: 12.99
Frontier orbital gap, eV: 9.48

Each line ends with the Löwdin charge.
Atoms and positions in Å:
1 C 3.554 2.462 1.507  -0.0441
2 C 2.781 1.283 1.007  -0.2369
3 C 1.932 1.409 -0.082  -0.0266
4 C 1.207 0.336 -0.569  -0.0283
5 C 1.313 -0.900 0.055  -0.2409
6 C 2.178 -1.040 1.136  0.0224
7 C 2.911 0.031 1.620  -0.2283
8 C 3.831 -0.155 2.786  -0.0409
9 H 3.539 0.497 3.609  0.0865
10 H 4.853 0.100 2.510  0.0862
11 H 3.812 -1.183 3.135  0.0774
12 H 2.273 -2.008 1.607  0.1199
13 N 0.617 -2.041 -0.394  0.1428
14 C -0.681 -2.223 -0.727  -0.4343
15 O -1.091 -3.307 -1.081  0.0879
16 C -1.614 -1.007 -0.619  -0.2170
17 N -1.858 -0.502 -1.957  0.1329
18 C -2.921 0.292 -2.160  -0.3467
19 N -3.175 1.078 -3.173  0.1286
20 C -4.374 1.632 -2.835  -0.2063
21 N -4.861 1.251 -1.696  0.1138
22 N -3.938 0.363 -1.228  0.0184
23 C -4.034 -0.405 -0.081  -0.3899
24 O -4.898 -0.273 0.740  0.1317
25 C -2.945 -1.462 -0.020  -0.0182
26 H -2.815 -1.765 1.019  0.1416
27 H -3.296 -2.334 -0.583  0.1425
28 H -4.869 2.339 -3.469  0.1042
29 H -1.107 -0.444 -2.625  0.1495
30 H -1.159 -0.234 0.020  0.1455
31 H 1.145 -2.907 -0.358  0.1613
32 H 0.586 0.465 -1.441  0.1030
33 H 1.840 2.367 -0.573  0.1144
34 H 4.625 2.269 1.454  0.0849
35 H 3.308 2.668 2.548  0.0852
36 H 3.332 3.347 0.917  0.0777

[2]
The following is a DFT calculation (ωB97M-V with the def2-TZVPD basis set) of a molecular structure, C24H29N4O2Pt.

LUMO (alpha / beta), eV: -3.653 / -3.656
Charge: +1
Energy above the lowest of the compared OMol25 structures with the same formula, charge and spin, kcal per mole: 47.16
Frontier orbital gap (alpha / beta), eV: 7.44 / 7.44

Each line ends with the Löwdin charge.
Atoms and positions in Å:
1 Pt -0.751 1.287 1.285  1.2649
2 C -3.406 -4.726 -1.232  -0.0566
3 C -1.971 -4.245 -1.442  -0.5564
4 C -1.007 -5.287 -0.856  -0.0313
5 C -1.714 -4.092 -2.949  -0.0318
6 C -1.716 -2.907 -0.764  -0.1256
7 C -2.686 -2.222 -0.037  0.0356
8 C -2.393 -1.009 0.552  -0.0619
9 N -1.185 -0.450 0.446  -0.1052
10 C -0.217 -1.093 -0.245  -0.1707
11 C -0.460 -2.306 -0.852  0.0683
12 C 1.048 -0.360 -0.245  -0.1708
13 C 2.222 -0.752 -0.852  0.0682
14 C 3.367 0.038 -0.765  -0.1257
15 C 3.256 1.221 -0.039  0.0356
16 C 2.057 1.572 0.548  -0.0621
17 N 0.972 0.802 0.444  -0.1052
18 C 4.655 -0.407 -1.442  -0.5564
19 C 4.395 -0.553 -2.949  -0.0317
20 C 5.078 -1.762 -0.856  -0.0313
21 C 5.787 0.598 -1.232  -0.0566
22 H -3.540 -5.682 -1.737  0.0946
23 H -4.135 -4.030 -1.653  0.0931
24 H -3.635 -4.878 -0.176  0.0929
25 H -1.183 -6.253 -1.331  0.0950
26 H -1.158 -5.405 0.218  0.0970
27 H 0.037 -5.021 -1.027  0.0810
28 H -1.896 -5.044 -3.447  0.0950
29 H -0.685 -3.801 -3.161  0.0807
30 H -2.378 -3.346 -3.389  0.0968
31 H -3.682 -2.619 0.085  0.1174
32 H -3.127 -0.456 1.124  0.1288
33 H 0.336 -2.790 -1.399  0.1196
34 H 2.246 -1.685 -1.396  0.1196
35 H 4.095 1.888 0.083  0.1174
36 H 1.942 2.485 1.118  0.1287
37 H 3.629 -1.301 -3.161  0.0808
38 H 5.312 -0.870 -3.447  0.0950
39 H 4.079 0.394 -3.389  0.0968
40 H 4.327 -2.534 -1.027  0.0809
41 H 5.255 -1.690 0.219  0.0970
42 H 6.003 -2.091 -1.330  0.0950
43 H 5.548 1.576 -1.652  0.0930
44 H 6.683 0.236 -1.735  0.0946
45 H 6.033 0.720 -0.175  0.0930
46 O -1.061 1.795 3.467  -0.2336
47 N -1.671 2.858 3.767  -0.0168
48 N -2.042 3.528 2.743  -0.2225
49 O -1.791 3.102 1.531  -0.2534
50 C -2.752 4.771 2.907  -0.1696
51 C -3.029 5.239 4.184  -0.0162
52 C -3.712 6.437 4.311  -0.0653
53 C -4.107 7.147 3.185  -0.0729
54 C -3.818 6.658 1.921  -0.0654
55 C -3.135 5.460 1.770  -0.0130
56 H -2.718 4.681 5.054  0.1103
57 H -3.935 6.816 5.299  0.1108
58 H -4.640 8.082 3.295  0.1090
59 H -4.124 7.208 1.041  0.1099
60 H -2.903 5.067 0.792  0.1116

[3]
The following is a DFT calculation (ωB97M-V with the def2-TZVPD basis set) of C21H24N2O3 in the gas phase.

LUMO, eV: 0.718
Energy above the lowest of the compared OMol25 structures with the same formula, charge and spin, kcal per mole: 0.00
Frontier orbital gap, eV: 8.71

Each line ends with the Löwdin charge.
Atoms and positions in Å:
1 C 1.330 -4.213 -5.057  -0.0525
2 C 1.373 -3.468 -3.757  -0.2482
3 C 1.512 -2.087 -3.744  -0.0455
4 C 1.556 -1.380 -2.559  -0.0210
5 C 1.457 -2.056 -1.346  -0.2068
6 C 1.316 -3.439 -1.349  0.0308
7 C 1.273 -4.147 -2.540  -0.2286
8 C 1.122 -5.638 -2.509  -0.0440
9 H 1.972 -6.119 -2.992  0.0827
10 H 1.057 -5.995 -1.485  0.0772
11 H 0.222 -5.943 -3.043  0.0825
12 H 1.239 -3.961 -0.410  0.1014
13 N 1.519 -1.292 -0.174  0.1448
14 C 1.338 -1.685 1.101  -0.3987
15 O 1.108 -2.813 1.483  0.0717
16 C 1.465 -0.497 2.090  -0.1593
17 N 0.333 0.417 1.957  0.0177
18 C 0.294 1.366 1.009  -0.5145
19 O 1.105 1.455 0.103  0.0720
20 O -0.752 2.199 1.154  0.0124
21 C -0.865 3.215 0.159  -0.1140
22 C -1.959 4.172 0.538  -0.1952
23 C -3.088 3.725 1.210  -0.0330
24 C -4.098 4.611 1.543  -0.0795
25 C -3.994 5.947 1.199  -0.0928
26 C -2.872 6.397 0.523  -0.0845
27 C -1.856 5.515 0.198  -0.0416
28 H -0.979 5.869 -0.324  0.1128
29 H -2.784 7.439 0.253  0.1022
30 H -4.783 6.637 1.456  0.1006
31 H -4.971 4.255 2.070  0.1027
32 H -3.167 2.682 1.475  0.1128
33 H 0.096 3.732 0.059  0.1338
34 H -1.088 2.740 -0.807  0.1471
35 C -0.525 0.357 3.123  -0.1186
36 C 0.443 -0.014 4.242  -0.1450
37 H 0.971 0.877 4.585  0.1149
38 H -0.059 -0.473 5.090  0.1119
39 C 1.409 -0.973 3.545  -0.1156
40 H 1.014 -1.991 3.551  0.1105
41 H 2.394 -0.982 4.005  0.1181
42 H -1.277 -0.427 2.982  0.1346
43 H -1.025 1.313 3.274  0.1239
44 H 2.388 0.046 1.853  0.1614
45 H 1.626 -0.289 -0.326  0.1048
46 H 1.664 -0.305 -2.563  0.1112
47 H 1.590 -1.553 -4.681  0.1077
48 H 1.421 -3.528 -5.896  0.0734
49 H 2.143 -4.937 -5.111  0.0808
50 H 0.393 -4.760 -5.156  0.0807

[4]
The following is a DFT calculation (ωB97M-V with the def2-TZVPD basis set) of a molecular structure, C10H8N3O6V at a distorted geometry.

LUMO (alpha / beta), eV: -14.896 / -14.625
Charge: +3
Multiplicity: 2
Frontier orbital gap (alpha / beta), eV: 6.18 / 6.45

Each line ends with the Löwdin charge.
Atoms and positions in Å:
1 O 3.518 -1.373 -0.711  0.2585
2 C 2.707 -0.680 -0.202  -0.0224
3 V 1.813 0.730 0.808  0.5237
4 O 2.788 -0.576 3.415  0.2879
5 C 2.410 0.021 2.482  -0.0135
6 C 0.536 2.202 1.289  -0.0021
7 O -0.140 3.083 1.626  0.2765
8 C 1.121 1.227 -1.661  -0.2065
9 O 0.960 2.405 -1.407  0.2189
10 C 3.156 1.976 0.332  -0.0103
11 O 3.960 2.722 -0.054  0.3208
12 H 2.016 0.664 -1.993  0.1723
13 C -2.170 -0.866 -2.669  0.0700
14 N -1.730 -0.897 -1.281  0.0111
15 C -2.528 -1.466 -0.317  0.1145
16 C -2.100 -1.374 0.972  0.0902
17 C -0.919 -0.681 1.287  -0.2633
18 N -0.089 -0.242 0.286  0.1194
19 C -0.570 -0.315 -0.947  -0.2750
20 O -0.007 0.355 -1.956  0.1300
21 N -0.619 -0.358 2.553  0.2396
22 H -2.383 0.143 -3.022  0.1331
23 H -3.093 -1.441 -2.694  0.1228
24 H -1.420 -1.277 -3.344  0.1313
25 H -3.461 -1.862 -0.690  0.1745
26 H -2.694 -1.725 1.796  0.1538
27 H -1.270 -0.583 3.296  0.1686
28 H 0.207 0.189 2.810  0.0759

[5]
The following is a DFT calculation (ωB97M-V with the def2-TZVPD basis set) of a molecular structure, C3H3CsO2 at a distorted geometry.

LUMO, eV: -0.833
Energy above the lowest of the compared OMol25 structures with the same formula, charge and spin, kcal per mole: 80.26
Frontier orbital gap, eV: 5.16

Each line ends with the Löwdin charge.
Atoms and positions in Å:
1 O -0.810 0.721 0.024  -0.2172
2 C 1.011 -1.073 -0.144  -0.1972
3 C -1.653 -0.466 0.008  -0.1492
4 C -0.235 -0.623 -0.036  -0.3573
5 H 2.712 -0.333 0.233  0.0537
6 H -2.255 -0.565 -0.901  0.1008
7 H -2.203 -0.626 0.942  0.1002
8 O 1.896 0.049 -0.150  -0.3746
9 Cs 1.537 2.916 0.024  1.0408

[6]
The following is a DFT calculation (ωB97M-V with the def2-TZVPD basis set) of a molecular structure, C9H10CdF3NO3S at a distorted geometry.

LUMO (alpha / beta), eV: 5.429 / 5.432
Charge: -2
Energy above the lowest of the compared OMol25 structures with the same formula, charge and spin, kcal per mole: 77.51
Frontier orbital gap (alpha / beta), eV: 3.28 / 2.96

Each line ends with the Löwdin charge.
Atoms and positions in Å:
1 C -0.966 -0.744 -2.060  -0.2626
2 C -0.100 -1.808 -1.638  -0.2789
3 C 1.253 -1.321 -1.655  -0.2539
4 C 1.222 0.051 -2.075  -0.2518
5 C -0.150 0.411 -2.320  -0.2607
6 Cd 0.072 -0.055 -0.029  1.2652
7 C -0.088 -1.843 1.619  -0.1922
8 C -1.385 -1.645 1.394  -0.3128
9 C -2.698 -1.707 1.287  -0.1009
10 N -1.397 1.012 0.601  -0.3199
11 H 2.138 -1.886 -1.389  0.0635
12 H -0.418 -2.801 -1.359  0.0627
13 H 2.073 0.705 -2.175  0.0695
14 H -0.506 1.381 -2.633  0.0696
15 H -2.043 -0.791 -2.134  0.0619
16 H 0.487 -2.580 1.034  0.0342
17 H -2.176 1.446 0.789  -0.3813
18 H 0.431 -1.358 2.458  0.0376
19 H -3.245 -2.500 1.806  0.0144
20 H -3.269 -0.986 0.685  0.0358
21 F 2.876 4.615 1.506  0.0927
22 C 2.031 3.744 2.101  -0.6111
23 F 2.558 3.292 3.258  0.0923
24 F 0.831 4.325 2.319  0.1027
25 S 1.791 2.233 0.895  0.5375
26 O 0.995 2.709 -0.239  -0.3943
27 O 3.074 1.815 0.394  -0.3717
28 O 1.040 0.965 1.604  -0.5475

[7]
The following is a DFT calculation (ωB97M-V with the def2-TZVPD basis set) of a molecular structure, C4H5NO at a distorted geometry.

LUMO, eV: 0.820
Energy above the lowest of the compared OMol25 structures with the same formula, charge and spin, kcal per mole: 54.97
Frontier orbital gap, eV: 11.78

Each line ends with the Löwdin charge.
Atoms and positions in Å:
1 N -2.688 -0.093 -0.729  0.1659
2 C -1.749 -0.031 -0.058  -0.1532
3 C -0.516 -0.036 0.746  -0.3333
4 C 0.581 -0.711 -0.060  -0.0921
5 C 0.883 0.772 -0.412  -0.1574
6 O 0.151 1.230 0.739  -0.0574
7 H -0.702 -0.381 1.756  0.1482
8 H 1.343 -1.170 0.597  0.1234
9 H 0.374 -1.384 -0.888  0.1173
10 H 1.933 0.616 -0.352  0.1042
11 H 0.395 1.143 -1.323  0.1344